[1]
Here is C20H25NO3 as an isolated structure from the Open Molecules 2025 dataset. Energies are from wB97M-V/def2-TZVPD.

XYZ file:
```
49
Properties=species:S:1:pos:R:3
C -1.94 -2.75 1.55
H -2.86 -3.07 1.23
O -1.17 -2.63 0.20
C 0.02 -2.32 0.17
C 0.77 -2.17 1.16
C 2.00 -1.66 1.21
C 2.52 -1.55 0.07
C 1.82 -1.71 -1.34
C 0.49 -2.14 -1.17
H -0.02 -2.46 -1.94
H 2.21 -1.44 -2.19
O 3.82 -0.93 -0.31
C 4.17 0.00 -1.01
C 3.74 1.47 -0.02
O 2.30 1.38 -0.10
C 1.73 2.09 1.24
C 0.34 1.66 1.33
N -0.56 2.65 0.56
C -1.83 2.62 0.69
C -2.57 1.32 0.24
C -3.76 0.73 0.55
C -4.42 -0.27 0.20
C -3.72 -0.82 -1.02
C -2.61 -0.35 -1.41
C -1.94 0.87 -1.23
C -0.56 1.26 -1.55
C -0.29 2.42 -0.96
H 0.78 3.00 -1.20
H -1.01 3.34 -1.31
H -0.67 1.26 -2.56
H 0.17 0.64 -1.34
H -2.12 -0.87 -2.59
H -4.14 -1.75 -1.53
H -5.23 -0.91 0.43
H -4.20 1.12 1.51
H -2.04 2.70 1.88
H -2.44 3.40 0.20
H 0.04 2.02 2.59
H 0.14 0.80 1.07
H 1.83 3.33 1.06
H 2.40 1.75 2.20
H 4.02 1.36 1.19
H 3.99 2.28 -0.48
H 3.55 0.06 -1.82
H 5.12 0.29 -1.16
H 2.81 -1.41 2.02
H 0.42 -2.20 2.35
H -1.88 -1.90 1.97
H -1.51 -3.38 2.04
```

Its spin multiplicity is 1. The calculated total energy is -1056.8211 a.u. As for the LUMO energy: 0.017 hartree. The energy relative to the best compared isomer or geometry (same formula, charge and spin) is 23.2013 eV. Its HOMO-LUMO gap is 0.294 hartree.

---

[2]
Here is one molecule with the formula C20H25NO3 from the Open Molecules 2025 dataset. Energies are from wB97M-V/def2-TZVPD.

XYZ file:
```
49
Properties=species:S:1:pos:R:3
C -3.26 3.29 -5.47
O -1.96 2.70 -5.65
C -1.52 2.05 -4.49
C -2.31 1.56 -3.44
C -1.85 1.02 -2.25
C -0.49 0.99 -1.99
C 0.02 0.58 -0.74
C 1.40 0.45 -0.50
C 1.90 0.19 0.88
O 3.20 0.64 1.01
C 1.88 -1.40 1.11
N 1.38 -1.91 2.48
C 1.81 -3.23 2.89
C 0.97 -0.94 3.54
C 2.17 -0.58 4.29
C 2.02 0.38 5.46
C 1.17 1.59 4.90
C -0.08 1.28 4.01
C 0.39 0.39 2.89
O 1.37 0.98 2.04
C 2.25 0.91 -1.48
C 1.81 1.30 -2.74
C 0.41 1.33 -3.00
C -0.13 1.88 -4.17
H -3.48 3.73 -6.51
H -4.12 2.70 -5.23
H -3.05 4.03 -4.74
H -3.43 1.55 -3.37
H -2.45 0.72 -1.43
H -0.67 0.30 0.14
H 3.16 1.41 1.66
H 2.90 -1.80 0.92
H 1.20 -1.72 0.30
H 2.88 -3.31 3.02
H 1.31 -3.67 3.74
H 1.74 -3.94 2.07
H 0.23 -1.35 4.30
H 2.98 -0.18 3.67
H 2.52 -1.56 4.73
H 2.89 0.80 5.80
H 1.56 -0.09 6.34
H 0.86 2.17 5.74
H 1.95 2.20 4.38
H -0.97 0.98 4.69
H -0.52 2.21 3.59
H -0.50 0.26 2.27
H 3.32 0.89 -1.42
H 2.55 1.70 -3.40
H 0.49 2.44 -4.90
```

Its spin multiplicity is 1. The calculated total energy is -1057.4439 a.u. As for the LUMO energy: 0.013 hartree. Its SMILES is COc1ccc2cc([C@]3(O)CN(C)[C@H]4CCCC[C@H]4O3)ccc2c1. The energy relative to the best compared isomer or geometry (same formula, charge and spin) is 6.2528 eV. Its HOMO-LUMO gap is 0.298 hartree.

---

[3]
Here is C20H26AgClFNO2P as an isolated structure from the Open Molecules 2025 dataset. Energies are from wB97M-V/def2-TZVPD.

XYZ file:
```
53
Properties=species:S:1:pos:R:3
C -1.49 0.42 3.34
C -1.33 1.25 2.32
C -1.09 0.82 0.90
C 0.13 0.21 0.58
C 1.19 0.04 1.64
C 2.18 1.22 1.51
C 1.61 2.45 2.21
F 3.40 0.91 2.26
C 0.40 -0.22 -0.73
P 1.87 -1.04 -1.45
C 3.08 -1.82 -0.30
C 4.26 -0.88 0.08
C 1.38 -2.46 -2.55
C 2.36 -2.63 -3.72
C -0.61 0.05 -1.63
C -1.81 0.65 -1.32
C -2.08 1.06 -0.05
C -3.44 1.68 0.18
Cl -3.36 3.23 1.11
C -4.56 0.73 0.69
C -4.12 -0.52 1.46
C -2.66 0.74 -2.58
O -3.59 1.46 -2.88
N -2.05 -0.22 -3.42
C -0.67 -0.20 -3.13
O 0.19 -0.30 -3.97
H -1.82 -0.61 3.21
H -1.29 0.76 4.35
H -1.33 2.32 2.49
H 1.68 -0.93 1.67
H 0.76 0.17 2.63
H 2.38 1.47 0.47
H 0.83 2.93 1.62
H 2.43 3.16 2.36
H 1.27 2.18 3.21
H 3.56 -2.61 -0.90
H 2.67 -2.35 0.56
H 4.01 0.16 -0.16
H 4.57 -1.00 1.12
H 5.11 -1.11 -0.57
H 1.50 -3.35 -1.91
H 0.33 -2.45 -2.82
H 1.99 -2.21 -4.66
H 3.29 -2.13 -3.44
H 2.61 -3.68 -3.80
H -3.78 2.00 -0.80
H -5.31 1.29 1.25
H -5.08 0.38 -0.20
H -3.90 -0.25 2.49
H -5.00 -1.18 1.51
H -3.34 -1.10 0.97
H -2.33 -0.10 -4.39
Ag 5.01 1.64 3.17
```

Its spin multiplicity is 1. The calculated total energy is -2030.9765 a.u. As for the LUMO energy: -0.215 hartree. As for the total charge: +1. Its HOMO-LUMO gap is 0.161 hartree.

---

[4]
Here is C20H26BF4N2O7P2SiTi as an isolated structure from the Open Molecules 2025 dataset. Energies are from wB97M-V/def2-TZVPD.

XYZ file:
```
64
Properties=species:S:1:pos:R:3
Ti 1.75 1.11 0.28
O 3.00 3.94 3.07
P 2.37 2.49 2.96
O 2.64 1.63 4.10
O 2.79 1.99 1.52
O 0.78 2.77 2.78
P 0.01 3.30 1.47
O 1.05 4.39 0.96
O -1.36 3.74 1.73
O 0.14 2.10 0.46
H 2.78 4.48 2.29
H 0.94 4.60 0.00
C 1.17 -0.43 1.55
Si -0.25 -1.38 0.85
C 0.28 -1.49 -0.96
N 0.55 -0.14 -1.51
C -0.76 0.52 -1.85
C -0.65 1.44 -3.04
C -0.36 0.63 -4.31
C 0.55 -0.56 -3.98
C 1.39 -0.25 -2.75
C -1.94 -0.59 1.07
C -3.02 -1.09 0.32
C -4.28 -0.54 0.44
C -4.50 0.52 1.32
C -3.44 1.02 2.07
C -2.18 0.45 1.95
C -0.31 -3.13 1.55
C 0.82 -3.94 1.44
C 0.85 -5.22 1.96
C -0.28 -5.73 2.60
C -1.41 -4.95 2.72
C -1.43 -3.66 2.20
H 2.02 -1.11 1.61
H 1.00 -0.01 2.55
H -0.39 -2.06 -1.62
H 1.23 -2.02 -0.93
H -1.12 1.05 -0.97
H -1.49 -0.27 -2.06
H 0.12 2.18 -2.87
H -1.59 1.99 -3.14
H 0.11 1.27 -5.06
H -1.30 0.27 -4.74
H 1.22 -0.79 -4.81
H -0.04 -1.46 -3.80
H 1.90 0.70 -2.89
H 2.15 -1.00 -2.56
H -2.86 -1.91 -0.37
H -5.10 -0.93 -0.15
H -5.48 0.96 1.40
H -3.59 1.86 2.73
H -1.37 0.86 2.54
H 1.72 -3.56 0.96
H 1.74 -5.83 1.86
H -0.26 -6.74 3.00
H -2.29 -5.33 3.22
H -2.32 -3.06 2.30
F 0.96 4.20 -1.63
B 2.19 3.64 -2.07
F 2.36 2.38 -1.29
F 3.23 4.46 -1.74
F 2.13 3.29 -3.39
N 4.14 -0.90 -0.88
C 3.33 -0.18 -0.47
```

Its spin multiplicity is 1. The calculated total energy is -3660.6837 a.u. As for the LUMO energy: 0.071 hartree. The energy relative to the best compared isomer or geometry (same formula, charge and spin) is 0.1797 eV. As for the total charge: -1. Its HOMO-LUMO gap is 0.335 hartree.

---

[5]
Here is one molecule with the formula C20H26ClN3O3 from the Open Molecules 2025 dataset. Energies are from wB97M-V/def2-TZVPD.

XYZ file:
```
53
Properties=species:S:1:pos:R:3
C -3.91 -3.13 -0.90
O -2.56 -3.54 -0.92
C -1.75 -2.89 0.03
C -1.32 -1.47 -0.44
N -1.44 -0.47 0.61
C -0.47 -0.61 1.69
C 0.90 -0.23 1.20
C 1.93 -1.13 1.14
C 3.20 -0.75 0.66
C 4.29 -1.63 0.59
C 5.49 -1.18 0.11
C 5.67 0.15 -0.31
C 7.01 0.59 -0.82
C 4.62 1.04 -0.25
C 4.77 2.47 -0.68
C 3.37 0.60 0.24
N 2.34 1.47 0.30
C 1.19 1.08 0.75
Cl -0.04 2.28 0.80
C -2.69 -0.01 0.98
O -3.05 0.07 2.14
N -3.51 0.33 -0.07
C -3.02 1.11 -1.20
C -3.28 2.61 -0.95
O -4.63 2.88 -0.69
C -5.06 2.17 0.46
C -4.89 0.67 0.25
H -4.37 -3.33 0.07
H -4.02 -2.07 -1.13
H -4.41 -3.72 -1.67
H -0.88 -3.53 0.16
H -2.29 -2.80 0.98
H -1.94 -1.20 -1.29
H -0.28 -1.48 -0.77
H -0.79 0.07 2.48
H -0.45 -1.62 2.09
H 1.78 -2.15 1.47
H 4.17 -2.65 0.90
H 6.33 -1.86 0.05
H 7.72 -0.23 -0.80
H 6.92 0.96 -1.84
H 7.40 1.41 -0.21
H 3.83 2.99 -0.55
H 5.54 2.96 -0.10
H 5.06 2.52 -1.73
H -1.95 0.96 -1.32
H -3.56 0.80 -2.10
H -3.02 3.19 -1.84
H -2.66 2.94 -0.11
H -6.11 2.43 0.60
H -4.48 2.49 1.34
H -5.17 0.13 1.16
H -5.52 0.33 -0.58
```

Its spin multiplicity is 1. The calculated total energy is -1627.9081 a.u. As for the LUMO energy: 0.003 hartree. Its SMILES is COCCN(Cc1cc2ccc(C)c(C)c2nc1Cl)C(=O)N1CCOCC1. The energy relative to the best compared isomer or geometry (same formula, charge and spin) is 2.2844 eV. Its HOMO-LUMO gap is 0.321 hartree.

---

> Among the records above, which one has the highest calculated total energy?

number 1